100
Properties=species:S:1:pos:R:3:lowdin_charge:R:1 method="wB97M-V/def2-TZVPD" gap_ev=5.099 fmax_ev_per_a=0.6 total_charge=-2 energy_ha=-13327.60089 spin_multiplicity=1 lumo_ha=0.1476
Tl -0.852 -1.025 1.425 0.2978
C 4.508 -3.266 2.085 -0.0817
C 3.581 -2.360 1.271 -0.3669
C 2.587 -3.214 0.483 -0.1077
C 2.788 -1.349 2.127 -0.3361
C 3.489 -0.770 3.361 -0.1222
O 3.976 0.519 2.916 -0.0128
C 3.252 0.782 1.786 -0.3634
N 2.536 -0.145 1.312 0.1429
C 3.444 2.146 1.224 -0.1336
C 4.699 2.732 1.399 -0.0276
C 4.970 3.997 0.904 -0.0965
C 3.954 4.700 0.271 -0.0952
C 2.699 4.128 0.127 -0.0918
C 2.416 2.836 0.573 -0.2536
P 0.702 2.051 0.526 1.0973
C -0.235 3.175 -0.590 -0.3822
C -1.538 3.553 -0.254 -0.1060
C -2.279 4.366 -1.103 -0.0882
C -1.749 4.787 -2.316 -0.1119
C -0.487 4.349 -2.696 -0.1031
C 0.256 3.542 -1.844 -0.1297
C 0.354 2.743 2.212 -0.3598
C 0.572 1.887 3.287 -0.1358
C 0.436 2.340 4.593 -0.0954
C 0.078 3.656 4.836 -0.0974
C -0.128 4.523 3.766 -0.0953
C 0.027 4.075 2.463 -0.1007
H 4.894 -4.064 1.443 0.0711
H 3.965 -3.736 2.911 0.0893
H 5.367 -2.730 2.495 0.0643
H 4.185 -1.786 0.563 0.1312
H 2.087 -3.922 1.154 0.0294
H 3.087 -3.779 -0.307 0.0759
H 1.818 -2.590 0.021 0.0490
H 1.838 -1.804 2.418 -0.0111
H 4.328 -1.352 3.733 0.1074
H 2.770 -0.603 4.164 0.0379
H 5.461 2.171 1.923 0.1108
H 5.953 4.435 1.030 0.0919
H 4.134 5.704 -0.100 0.0939
H 1.919 4.711 -0.340 0.0905
H -1.974 3.199 0.679 0.0588
H -3.280 4.664 -0.810 0.1021
H -2.325 5.425 -2.976 0.0921
H -0.079 4.634 -3.660 0.0954
H 1.233 3.194 -2.163 0.1013
H 0.823 0.843 3.124 0.0480
H 0.588 1.640 5.406 0.1008
H -0.055 4.007 5.853 0.0922
H -0.416 5.553 3.947 0.0901
H -0.120 4.768 1.645 0.0970
Se 0.574 -1.992 4.637 -0.0888
Se -1.759 -1.917 4.579 -0.1904
Se -2.565 0.276 4.531 -0.1563
Se -3.019 0.867 2.307 -0.1874
C -3.289 2.250 -4.655 -0.1170
C -2.058 1.683 -4.946 -0.1043
C -1.447 0.821 -4.038 -0.0928
C -2.063 0.514 -2.827 -0.3489
C -3.287 1.121 -2.529 -0.0924
C -3.898 1.972 -3.436 -0.0968
P -1.451 -0.703 -1.566 1.0471
C 0.080 -1.289 -2.404 -0.3643
C 1.186 -0.436 -2.368 -0.1153
C 2.373 -0.778 -2.999 -0.0886
C 2.482 -1.993 -3.664 -0.1100
C 1.407 -2.871 -3.666 -0.0951
C 0.215 -2.525 -3.036 -0.0771
C -2.681 -2.023 -1.925 -0.3163
C -3.077 -2.300 -3.211 -0.1185
C -4.079 -3.254 -3.466 -0.1031
C -4.684 -3.898 -2.423 -0.0606
C -4.313 -3.635 -1.082 -0.1838
C -4.962 -4.285 -0.006 -0.0809
C -4.612 -3.966 1.276 -0.0971
C -3.593 -3.017 1.532 -0.1945
C -2.877 -2.371 0.546 -0.2629
C -3.281 -2.681 -0.800 -0.2068
H -3.769 2.910 -5.369 0.0892
H -1.569 1.902 -5.889 0.0919
H -0.490 0.380 -4.285 0.0955
H -3.756 0.916 -1.570 0.1152
H -4.851 2.426 -3.189 0.0985
H 1.115 0.501 -1.825 0.0662
H 3.218 -0.100 -2.960 0.0992
H 3.408 -2.264 -4.158 0.0900
H 1.492 -3.834 -4.157 0.0941
H -0.617 -3.218 -3.036 0.0984
H -2.625 -1.775 -4.044 0.0997
H -4.379 -3.461 -4.488 0.0875
H -5.471 -4.624 -2.609 0.0974
H -5.738 -5.016 -0.217 0.0912
H -5.120 -4.442 2.110 0.0916
H -3.384 -2.784 2.576 0.0107
Cl -0.335 -4.520 0.863 0.5656
C -0.638 -4.770 2.585 -1.0042
Cl -0.511 -6.496 3.047 0.4552
H -1.647 -4.439 2.790 -0.0114
H 0.085 -4.201 3.160 -0.0715

=====

48
Properties=species:S:1:pos:R:3:nbo_charge:R:1 method="wB97M-V/def2-TZVPD" gap_ev="8.993 / 7.402" fmax_ev_per_a=0.9 total_charge=+1 energy_ha=-2866.20268 s2=2.007 spin_multiplicity=3 lumo_ha="-0.0971 / -0.1550"
Ni -0.172 0.003 -0.279 1.3649
C -3.724 -1.998 -3.775 -0.6178
C -2.838 -3.119 -3.234 -0.2183
N -1.413 -2.873 -3.458 -0.3670
C -0.809 -3.414 -4.682 -0.2127
C -0.668 -2.396 -5.810 -0.6186
C -0.660 -2.131 -2.646 0.4125
S -1.431 -1.541 -1.166 -0.4088
N 0.597 -1.941 -2.991 -0.6420
C 1.471 -1.091 -2.458 0.6803
O 1.210 -0.155 -1.652 -0.7825
C 2.873 -1.243 -2.908 -0.0943
C 3.212 -2.115 -3.942 -0.1798
C 4.532 -2.242 -4.335 -0.2014
C 5.523 -1.503 -3.701 -0.1718
C 5.191 -0.631 -2.673 -0.2185
C 3.871 -0.497 -2.281 -0.1784
H -4.765 -2.194 -3.521 0.2270
H -3.649 -1.927 -4.860 0.2139
H -3.435 -1.041 -3.341 0.2150
H -3.087 -4.059 -3.723 0.2154
H -3.019 -3.248 -2.170 0.2226
H -1.437 -4.240 -5.009 0.2081
H 0.173 -3.808 -4.424 0.2268
H -1.637 -1.995 -6.106 0.2095
H -0.221 -2.886 -6.676 0.2269
H -0.025 -1.571 -5.507 0.2224
H 2.427 -2.678 -4.426 0.2303
H 4.793 -2.918 -5.138 0.2235
H 6.555 -1.604 -4.012 0.2251
H 5.959 -0.051 -2.180 0.2226
H 3.594 0.191 -1.493 0.2201
C 2.055 -0.399 1.794 -0.2601
O 1.185 0.589 1.221 -0.5954
C 0.476 1.411 2.155 -0.0983
C -0.857 0.790 2.509 -0.1006
O -1.534 0.541 1.276 -0.6034
C -2.874 0.069 1.459 -0.2550
H 2.687 0.061 2.553 0.2007
H 2.669 -0.781 0.983 0.2232
H 1.491 -1.221 2.238 0.1876
H 0.310 2.364 1.651 0.2137
H 1.075 1.573 3.051 0.2154
H -1.437 1.487 3.117 0.2108
H -0.730 -0.148 3.060 0.1928
H -3.403 0.720 2.154 0.1979
H -2.874 -0.953 1.842 0.1955
H -3.364 0.095 0.489 0.2204

=====

23
Properties=species:S:1:pos:R:3:nbo_charge:R:1 method="wB97M-V/def2-TZVPD" gap_ev=10.108 fmax_ev_per_a=4.0 e_above_lowest_kcal_mol=72.21 energy_ha=-425.49017 spin_multiplicity=1 smiles="C=C(C)C(O)O.C=CC" lumo_ha=0.0335
C 1.356 -0.085 1.901 -0.3708
C 1.234 0.181 0.597 -0.0758
C 1.529 1.543 0.024 -0.6564
C 1.487 -0.988 -0.483 0.3611
O 0.667 -0.870 -1.557 -0.7531
O 1.335 -2.222 0.180 -0.7439
H 1.494 0.701 2.629 0.1915
H 1.212 -1.085 2.276 0.2178
H 0.983 1.678 -0.909 0.2218
H 1.251 2.327 0.723 0.2166
H 2.591 1.641 -0.210 0.2263
H 2.532 -0.848 -0.810 0.1462
H -0.344 -0.628 -1.136 0.4960
H 1.154 -2.883 -0.500 0.4819
C -2.289 -1.121 0.134 -0.3237
C -1.573 -0.047 -0.175 -0.3274
C -2.137 1.208 -0.767 -0.6440
H -1.849 -1.972 0.630 0.2082
H -3.320 -1.238 -0.192 0.1920
H -0.512 0.094 0.428 0.2785
H -1.994 2.056 -0.091 0.2232
H -1.608 1.462 -1.692 0.2205
H -3.200 1.095 -1.001 0.2136